8
Properties=species:S:1:pos:R:3:forces:R:3:mulliken_charge:R:1 method="wB97M-V/def2-TZVPD" e_above_lowest_kcal_mol=21.94 charge=0 energy_ev=-6695.540 max_force_ev_per_a=3.6 homo_ev=-9.4 smiles=c1cocn1
H -0.4881 -1.9538 0.6074 -0.2 0.1 0.3 0.37
N 0.6383 0.9354 -0.6928 -0.9 -2.4 0.8 -0.41
H 1.4056 -1.1177 -1.0557 0.0 -0.2 -0.3 0.36
C -0.2752 -0.9316 0.3365 0.3 -0.4 -0.5 0.02
C 0.6242 -0.5658 -0.5817 0.6 2.7 0.0 -0.40
C -0.2594 1.3165 0.0956 -1.1 -2.7 1.4 0.10
H -0.6972 2.2507 0.4083 0.1 -0.1 -0.1 0.35
O -0.9483 0.0662 0.8824 1.1 3.0 -1.6 -0.40

13
Properties=species:S:1:pos:R:3:forces:R:3:lowdin_spin:R:1 method="wB97M-V/def2-TZVPD" e_above_lowest_kcal_mol=70.78 charge=0 energy_ev=-19168.943 spin_multiplicity=3 max_force_ev_per_a=3.8 homo_ev="-6.6 / -9.9"
C -1.4252 0.9911 -0.1564 0.5 0.5 1.1 0.02
S 1.3434 0.6754 0.4740 -3.0 -1.4 -0.9 0.27
H -0.9958 -0.6571 1.3070 -0.4 0.2 -0.4 0.00
H 1.6454 -1.6775 1.3744 0.2 0.8 -0.4 0.10
O 2.6942 -1.3972 -0.3608 2.4 -1.0 -2.5 0.75
H -2.0425 -1.0569 -0.1821 0.7 0.0 0.4 0.00
O 2.0501 1.3513 -0.5773 1.6 1.7 -0.8 0.16
H -2.0580 1.0594 -0.9302 -2.4 0.4 -2.8 0.00
C 1.8763 -1.0828 0.4539 -1.8 -0.8 3.2 0.58
H -1.5289 1.8533 0.4199 0.6 1.1 1.4 0.00
C -1.3022 -0.3849 0.2836 -0.9 -2.4 0.9 0.01
C -0.2453 0.2136 -0.5229 2.3 1.2 0.4 0.09
H -0.0116 0.1120 -1.5829 0.2 -0.5 0.4 0.00

53
Properties=species:S:1:pos:R:3:forces:R:3:mulliken_charge:R:1 method="wB97M-V/def2-TZVPD" e_above_lowest_kcal_mol=69.15 charge=+1 energy_ev=-32260.090 max_force_ev_per_a=2.2 homo_ev=-12.4
O -1.2587 0.9676 -2.4789 -1.6 0.5 0.2 -0.44
H -0.5326 4.3959 2.5308 -0.6 0.9 0.5 0.29
H 2.3433 -3.1286 2.1544 0.0 0.0 -0.7 0.30
H 1.6913 2.3076 2.9981 -0.3 -0.4 0.2 0.31
C -1.4681 -2.5338 0.3167 2.0 0.5 0.3 -0.48
H 1.2323 -2.9875 -0.8357 -0.5 0.0 0.5 0.30
O -0.8146 -2.2227 -3.0866 -1.2 0.3 -0.3 -0.59
O 1.4679 -2.2031 -0.3031 0.9 -1.3 -1.3 -0.64
C -2.3118 0.7603 -1.5338 0.2 -0.4 0.0 -0.88
H -1.9889 -3.4381 0.5076 -0.6 -0.8 -0.2 0.58
H 2.2868 -2.0638 -0.8080 0.3 0.9 0.6 0.30
H 1.1262 -0.3019 -4.1115 -0.7 0.2 0.7 0.36
O 2.1294 -3.7648 2.8284 -0.4 0.0 1.2 -0.61
H 1.0999 3.0175 -1.7191 -0.6 0.1 -0.8 0.40
H 0.1066 0.9902 -0.6346 -0.1 0.3 0.1 0.00
H -3.2638 -1.2616 0.2841 0.8 -0.5 -0.5 0.28
H 0.5039 0.7419 -3.0078 -0.4 -0.9 -0.5 0.38
H -1.3828 -1.3839 2.1082 -0.5 -0.7 0.4 0.06
O 1.0127 0.6143 -3.8208 0.8 0.4 -0.7 -0.74
O 0.3586 3.3153 -2.3286 0.7 0.5 1.0 -0.65
H 0.3990 -0.5287 -1.0036 -0.8 -0.7 -0.2 0.06
H 2.4852 0.9499 -3.1933 -0.3 -0.1 0.2 0.47
H 1.0059 -1.6044 4.4933 0.1 0.1 -0.3 0.29
H 1.8577 -4.6130 2.4776 0.2 0.1 -0.5 0.31
H -1.9854 0.5301 0.6531 0.7 -0.6 -0.9 0.09
H -2.3609 -0.3250 4.0307 0.1 -0.3 0.5 0.23
O -1.2041 3.7783 2.2674 -0.2 -2.0 -0.9 -0.55
H -0.9874 1.8931 -2.3833 0.2 0.4 -0.4 0.23
O -2.0498 0.0445 3.2072 -0.9 1.3 -0.5 -0.53
H -2.7890 1.7014 -1.2051 0.4 -0.3 -0.3 0.34
O 1.0434 1.6689 3.3366 0.4 0.1 0.0 -0.68
O 2.3164 2.4560 -0.7181 -0.1 0.0 0.4 -0.68
H -1.5102 -2.2875 -3.7651 0.8 -0.7 -0.5 0.28
H 0.4959 1.4067 2.5915 -0.2 0.2 -0.2 0.30
H -2.1433 3.9588 2.3824 0.8 1.0 0.4 0.29
H 0.9144 -0.1986 3.8562 0.1 0.2 0.1 0.31
H 2.9469 1.7405 -0.9365 -0.3 0.2 -0.2 0.33
N -0.1689 0.0505 -0.4066 -0.9 0.4 2.0 0.04
C -1.6591 -0.0062 -0.2880 0.1 0.3 -1.1 0.62
O 3.3078 0.9293 -2.6577 0.6 0.0 -0.3 -0.66
H 0.4439 4.2885 -2.2708 -0.3 -0.7 -0.3 0.30
H -0.0385 -1.5216 1.4672 0.6 -0.2 -0.6 0.32
H -3.1113 0.1492 -2.0405 0.7 0.5 0.5 0.31
H 3.9600 1.1529 -3.3324 0.3 0.0 0.4 0.29
N -0.8405 -2.1331 1.6347 0.1 1.9 0.4 -0.06
H -1.3225 -1.5735 -2.5884 0.8 0.5 0.6 0.17
H -0.5762 -2.6965 -0.3238 -1.1 -0.2 0.3 -0.05
H -2.5740 -1.7394 -1.2653 -0.2 -0.2 -0.4 0.76
H -0.4743 -2.7983 2.3335 -0.5 -0.1 -0.6 0.41
H 1.9357 2.3347 0.1581 0.4 -0.2 0.0 0.25
H -2.5977 0.8681 3.1269 0.8 -1.0 -0.1 0.26
C -2.3009 -1.4183 -0.2790 -0.4 0.7 1.7 -1.07
O 0.7005 -1.1288 3.7091 -0.1 -0.4 0.2 -0.52

14
Properties=species:S:1:pos:R:3:forces:R:3:mulliken_charge:R:1 method="wB97M-V/def2-TZVPD" e_above_lowest_kcal_mol=64.73 charge=0 energy_ev=-8833.396 max_force_ev_per_a=1.7 homo_ev=-11.0
H -0.2396 -0.8456 2.5627 0.0 0.0 -0.1 0.34
C 0.0293 -0.9003 1.5046 0.0 -0.1 0.0 -1.09
C 2.5079 0.3880 -0.8961 -0.1 -0.9 -0.3 -0.07
H 0.5840 1.1867 1.2685 -0.1 -0.1 -0.2 0.25
C -0.8855 0.1962 -1.6675 -0.3 -0.3 -0.1 -0.69
H -0.6240 -1.6334 1.0187 0.1 0.1 0.1 0.31
H -1.9294 0.1318 -1.3734 0.1 0.0 -0.1 0.26
H 1.0597 -1.2632 1.4276 -0.2 0.0 0.0 0.32
O -0.2514 1.4589 -1.4400 0.0 0.2 0.0 -0.46
H -1.1230 0.8688 0.9654 0.1 -0.1 0.0 0.34
C 0.1340 0.3708 -0.6511 -0.2 -0.1 0.2 1.01
H -0.5889 -0.2908 -2.5936 -0.2 0.0 0.1 0.29
N 1.4433 -0.1285 -0.9598 1.0 1.3 0.4 -0.26
C -0.1164 0.4605 0.8340 -0.1 0.0 0.0 -0.54

Question: What is the charge in the third record?
Answer: +1

Question: Among the records above, which one has the highest charge?
Answer: C4H35N2O12

Question: Among the records above, which one has the highest charge?
Answer: C4H35N2O12

Question: Among the records above, which one has the highest charge?
Answer: C4H35N2O12